The following is a DFT calculation (ωB97M-V/def2-TZVPD) of a structure of composition C11H7EuN2O6 at a distorted geometry.

```
27
Properties=species:S:1:pos:R:3
O -0.00645 2.27365 -5.01362
C -0.00514 1.90537 -3.92363
Eu 0.00476 0.68566 -0.48708
C -0.23111 0.70822 2.25867
O -0.22169 0.64127 3.40871
C -0.02500 -1.83852 -0.31279
O -0.11663 -2.98642 -0.30168
C 2.54601 0.02412 -0.69872
O 3.66862 -0.18492 -0.82280
C -2.53509 -0.12024 -0.39277
O -3.66509 -0.36057 -0.47932
H 0.01118 -0.48643 -2.05221
N 2.50042 -3.00434 6.66741
C 3.30720 -2.26332 5.82180
O 4.42241 -1.86603 6.13782
C 2.72747 -2.01939 4.43689
C 1.55747 -2.63973 3.94843
C 1.00710 -2.16654 2.74732
N 1.60348 -1.23551 2.00252
C 2.73831 -0.68280 2.43240
C 3.38481 -1.09592 3.60254
H 2.79011 -3.06270 7.62459
H 1.51641 -3.21142 6.48950
H 1.03077 -3.43428 4.49532
H 0.06924 -2.59890 2.39814
H 3.21033 0.08237 1.81993
H 4.32671 -0.62638 3.90232
```

Results
Relative energy (zero: lowest compared OMol25 entry of this formula, charge and spin), eV: 0.000
Multiplicity: 7
Net charge: +2
E_LUMO (spin up / spin down), Ha: -0.39096 / -0.31906
Gap between HOMO and LUMO (spin up / spin down), eV: 4.35 / 6.31
HOMO (spin up / spin down), eV: -14.99 / -14.99
Energy, eV: -46094.2753

These are the Mulliken partial charges, in e, on atoms 1 to 2: number 1, O, carries -0.074; number 2, C, carries 0.108


The following is a DFT calculation (ωB97M-V/def2-TZVPD) of a structure of composition C11H7N6O5 at a distorted geometry.

```
29
Properties=species:S:1:pos:R:3
O -0.08834 -0.34199 2.97509
C 0.95648 -0.05458 2.29119
C 1.03380 1.25468 1.66219
N -0.02618 2.18723 1.92323
O 0.07015 3.32817 1.40022
O -0.99594 1.87589 2.64632
C 2.13192 1.64234 0.89757
C 3.22477 0.78512 0.78924
C 3.19839 -0.48098 1.40501
C 2.08830 -0.90268 2.12335
H 2.09997 2.62024 0.41942
H 4.10148 1.10527 0.22426
H 4.05771 -1.14849 1.31598
H 2.06350 -1.88483 2.59351
O -1.05232 -0.51278 5.64883
N -0.31650 -1.52471 5.66797
C -0.35618 -2.38342 4.52837
C -1.07313 -1.87017 3.40681
N -1.16620 -2.79268 2.35509
N -1.87289 -2.60369 1.19701
N -1.61349 -3.63918 0.43548
N -0.74761 -4.50763 1.03225
C -0.45727 -3.96858 2.24332
C 0.38373 -4.35633 3.31758
C 0.40398 -3.57176 4.45465
O 0.42876 -1.80795 6.63528
H -1.94962 -1.24890 3.56120
H 0.95346 -5.26918 3.17716
H 0.99902 -3.82527 5.33181
```

Results
Relative energy (zero: lowest compared OMol25 entry of this formula, charge and spin), eV: 0.296
Net charge: -1
E_LUMO, Ha: 0.08909
Gap between HOMO and LUMO, eV: 7.52
HOMO, eV: -5.10
Energy, eV: -30692.8052

These are the natural (NBO) partial charges, in e, on atoms 1 to 2: number 1, O, carries -0.622; number 2, C, carries 0.394


The following is a DFT calculation (ωB97M-V/def2-TZVPD) of a structure of composition C11H7NO at a distorted geometry.

```
20
Properties=species:S:1:pos:R:3
C 0.06652 -1.10195 -3.53206
C 0.18653 0.42581 -3.41703
C 0.42688 1.41513 3.26224
C 0.42469 -0.08255 3.17775
C -0.43231 -1.62890 -0.26961
C -0.85642 -0.51407 -1.16655
C 0.20083 1.98207 1.86545
C 0.51745 -0.33619 1.89941
C 0.19895 0.30324 -0.13958
C 0.36284 -0.89783 0.52547
C 0.12905 0.98771 1.04643
N -0.62764 -0.47138 -2.59422
O 0.20926 -2.06810 -4.21028
H 1.00105 0.94049 -2.97091
H -0.45324 1.13699 -3.98317
H -0.23099 1.72571 4.15514
H 1.38261 1.70295 3.59038
H 0.39055 -0.82201 3.99359
H -1.02537 -2.49663 -0.33310
H -1.87123 -0.20048 -0.89936
```

Results
Relative energy (zero: lowest compared OMol25 entry of this formula, charge and spin), eV: 12.400
Net charge: 0
E_LUMO (spin up / spin down), Ha: -0.04432 / -0.04705
Gap between HOMO and LUMO (spin up / spin down), eV: 7.56 / 6.66
HOMO (spin up / spin down), eV: -8.77 / -7.94
Energy, eV: -15045.5023

These are the natural (NBO) partial charges, in e, on atoms 1 to 2: number 1, C, carries 0.723; number 2, C, carries -0.335


The following is a DFT calculation (ωB97M-V/def2-TZVPD) of a cluster of 30 separate species, C11H82NO29 in total at a distorted geometry.

```
123
Properties=species:S:1:pos:R:3
C 1.20271 3.78655 0.17114
C 2.11238 2.72592 0.80416
C 1.54994 1.43519 1.35762
C 0.84081 0.63896 0.23373
N 0.23719 -0.66804 0.57193
C -0.57478 -0.83942 1.88658
C 0.13944 -1.92192 2.67825
C 0.75858 -2.72272 1.59602
C 1.33125 -1.74234 0.68131
C -0.83236 -1.06477 -0.53462
C -0.29866 -0.72788 -1.95037
C -1.20419 -1.29424 -3.09005
H 0.29844 4.03554 0.98017
H 0.86854 3.32987 -0.69974
H 1.82443 4.78975 0.05851
H 2.54344 3.13548 1.66816
H 3.01791 2.69552 0.13150
H 0.82406 1.69233 2.26612
H 2.47459 0.79852 1.75754
H 1.42755 0.82793 -0.74625
H 0.07473 1.33843 0.07434
H -1.51048 -1.01546 1.68842
H -0.60438 0.12245 2.47102
H -0.59666 -2.46920 3.14141
H 0.93351 -1.66537 3.33585
H -0.11785 -3.22648 1.15807
H 1.59684 -3.48820 2.11412
H 1.41487 -2.17436 -0.31131
H 2.11815 -1.33310 1.04645
H -1.83340 -0.67236 -0.46359
H -1.33117 -2.03137 -0.34647
H 0.67211 -1.21930 -2.02877
H -0.19045 0.42425 -2.27804
H -1.05542 -2.32418 -3.06278
H -1.17137 -0.73707 -4.17253
H -2.10592 -0.86185 -2.86463
O -0.25353 0.74072 -6.60637
H 0.02527 1.47289 -6.06486
H -1.06077 1.06551 -6.82536
O 4.29224 -1.84632 -1.03116
H 4.25769 -2.52430 -1.77060
H 4.17294 -1.28163 -1.70269
O 4.08897 4.43861 -1.69877
H 4.41959 4.75379 -2.64405
H 4.44690 3.63119 -1.54126
O 1.64020 5.65690 2.05232
H 0.77010 5.72594 1.83532
H 1.95417 5.00605 2.67464
O -2.12336 -3.38271 -5.51010
H -2.91050 -3.20098 -4.95211
H -2.64517 -3.72566 -6.30166
O -3.15519 -2.88875 0.81976
H -3.61373 -3.56594 0.27060
H -3.41578 -1.99814 0.63407
O -2.69711 -4.73502 3.04816
H -3.40782 -5.35490 2.97419
H -2.80996 -4.14288 2.21735
O -1.94049 3.62005 2.59559
H -1.84501 4.60438 2.56630
H -1.53635 3.33084 3.26974
O -4.22163 -0.53061 0.16270
H -4.41574 0.00380 -0.63779
H -4.30319 0.05532 0.89844
O 1.01163 -4.15123 -2.53580
H 0.06961 -4.39071 -2.47674
H 1.47951 -4.74248 -1.78788
O 1.55731 -5.78253 -0.29038
H 0.82693 -5.89485 0.32298
H 2.09582 -6.18745 0.09973
O -2.19800 2.36065 -4.19857
H -1.27154 2.23800 -4.07906
H -2.46398 2.98669 -3.43775
O -4.49308 1.24873 -2.13198
H -5.34143 1.64390 -2.16075
H -4.36393 0.91753 -2.92386
O 4.71329 -3.64876 1.28268
H 4.35119 -3.06291 0.57005
H 4.72380 -2.91821 1.87707
O -2.20466 -2.06765 5.46251
H -1.60444 -1.71344 6.07910
H -2.03204 -3.01903 5.48953
O -0.78739 2.10332 4.35070
H -1.39414 1.30359 4.71329
H -0.76481 2.93875 4.88883
O 2.57131 6.92910 -0.93843
H 2.68206 7.31405 -0.07252
H 3.04407 6.09214 -1.05392
O -1.50490 5.98664 1.64955
H -2.18878 6.41619 2.10139
H -1.81982 5.98655 0.73161
O -1.75249 -4.70270 -1.66361
H -1.68962 -5.44983 -1.08971
H -2.49849 -4.01912 -1.75901
O 3.29552 -2.97097 5.17511
H 2.94525 -3.67955 4.66392
H 4.09092 -2.62844 4.78834
O 4.81115 2.17018 4.55382
H 4.16852 2.65857 4.06402
H 4.26171 1.41550 4.39137
O -4.40711 -2.54043 -3.83194
H -4.28581 -1.49631 -4.06658
H -4.56584 -2.79806 -2.94579
O -0.48573 -5.63688 2.01414
H 0.27563 -5.56470 2.70768
H -1.38858 -5.52469 2.49248
O -0.09681 6.02606 -1.99230
H 0.67875 6.29948 -1.63574
H -0.43441 6.89993 -2.45245
O 0.62685 -3.22569 -5.07112
H -0.25745 -3.58974 -5.31351
H 0.81191 -3.70934 -4.23860
O 0.71188 2.26634 -4.39953
H 0.53572 3.17023 -4.54630
H 1.61145 2.47152 -4.10694
O 1.66463 0.88809 5.15371
H 1.77869 0.12448 5.49520
H 0.68007 0.88408 5.14214
O -3.92845 -0.06164 -4.35879
H -2.98116 0.38577 -4.39355
H -4.43522 -0.17510 -5.14947
O 2.50853 3.56555 3.93722
H 1.74312 3.01217 4.17841
H 2.76617 4.14347 4.67037
```

Results
Relative energy (zero: lowest compared OMol25 entry of this formula, charge and spin), eV: 2.242
Net charge: +1
E_LUMO, Ha: -0.09324
Gap between HOMO and LUMO, eV: 8.62
HOMO, eV: -11.16
Energy, eV: -73589.8974

These are the Mulliken partial charges, in e, on atoms 1 to 2: number 1, C, carries -0.643; number 2, C, carries -0.775